# 1
Below is a single C2H4OS molecule in a non-equilibrium geometry, with properties calculated with wB97M-V/def2-TZVPD.

The gap between HOMO and LUMO (spin up / spin down) comes out at 8.4 / 7.9 eV. As for the net charge: 0. As for the molar mass: 76.120 g/mol. The calculation puts the energy at -551.90215 Eh. The HOMO energy (spin up / spin down) comes out at -8.99 / -8.54 eV. For the relative energy (zero: lowest compared OMol25 entry of this formula, charge and spin), the calculation gives 332.21 kJ/mol.

Last column: Mulliken charge in e.
Atoms and positions in Å:
C -0.817 0.078 -0.122  -0.338
C 0.458 0.057 0.636  0.041
O -1.032 -1.212 -0.093  -0.529
S 1.935 -0.030 -0.147  -0.083
H -1.690 0.578 0.441  0.199
H -0.711 0.442 -1.141  0.269
H 0.380 -0.180 1.762  0.294
H 1.478 0.266 -1.337  0.146

# 2
Below is a single C2H4OS2 molecule in a non-equilibrium geometry, with properties calculated with wB97M-V/def2-TZVPD.

The gap between HOMO and LUMO comes out at 10.0 eV. As for the net charge: 0. The SMILES is CSSC=O. As for the molar mass: 108.187 g/mol. The calculation puts the energy at -950.19710 Eh. The HOMO energy comes out at -9.41 eV. For the relative energy (zero: lowest compared OMol25 entry of this formula, charge and spin), the calculation gives 30.44 kJ/mol.

Last column: Mulliken charge in e.
Atoms and positions in Å:
C 0.609 0.035 -0.210  -0.740
S -0.508 -1.321 0.455  -0.079
S -2.234 -1.181 -0.618  -0.068
C -3.028 0.182 0.435  0.096
O -3.890 0.907 0.059  -0.384
H 1.395 0.163 0.535  0.279
H 0.111 0.996 -0.220  0.303
H 1.157 -0.321 -1.117  0.276
H -2.558 0.508 1.419  0.317

# 3
Below is 2 unconnected molecules or ions with the total composition C2H4OS2 in a non-equilibrium geometry, with properties calculated with wB97M-V/def2-TZVPD.

The gap between HOMO and LUMO (spin up / spin down) comes out at 6.0 / 5.8 eV. As for the net charge: 0. As for the molar mass: 108.187 g/mol. The calculation puts the energy at -950.07898 Eh. The HOMO energy (spin up / spin down) comes out at -9.61 / -9.48 eV. For the relative energy (zero: lowest compared OMol25 entry of this formula, charge and spin), the calculation gives 340.55 kJ/mol.

Last column: Mulliken charge in e.
Atoms and positions in Å:
C -2.124 -0.859 -0.057  0.157
C 1.830 0.488 0.147  -0.774
O -2.966 -1.652 0.283  -0.423
S -2.227 0.842 -0.174  -0.129
S 0.752 1.897 0.233  -0.002
H -1.215 -1.227 -0.561  0.238
H 2.844 0.869 0.037  0.326
H 1.633 -0.094 -0.744  0.299
H 1.474 -0.263 0.837  0.309

# 4
Below is 2 unconnected molecules or ions with the total composition C2H4OS2 in a non-equilibrium geometry, with properties calculated with wB97M-V/def2-TZVPD.

The gap between HOMO and LUMO comes out at 8.1 eV. As for the net charge: 0. As for the molar mass: 108.187 g/mol. The calculation puts the energy at -950.10161 Eh. The HOMO energy comes out at -8.81 eV. For the relative energy (zero: lowest compared OMol25 entry of this formula, charge and spin), the calculation gives 281.13 kJ/mol.

Last column: Mulliken charge in e.
Atoms and positions in Å:
C -0.901 0.556 1.454  -0.496
C 1.060 -1.143 -1.123  -0.165
O -0.490 2.032 -0.672  -0.468
S -1.477 1.226 0.073  0.366
S 1.687 -1.962 -2.360  -0.203
H 1.549 -0.305 -0.896  0.286
H 0.062 0.775 1.847  0.317
H 0.064 -1.183 -0.534  0.089
H -1.553 0.004 2.212  0.273

# 5
Below is 2 unconnected molecules or ions with the total composition C2H4OS2 in a non-equilibrium geometry, with properties calculated with wB97M-V/def2-TZVPD.

The gap between HOMO and LUMO comes out at 7.7 eV. As for the net charge: 0. As for the molar mass: 108.187 g/mol. The calculation puts the energy at -950.06444 Eh. The HOMO energy comes out at -8.06 eV. For the relative energy (zero: lowest compared OMol25 entry of this formula, charge and spin), the calculation gives 378.72 kJ/mol.

Last column: Mulliken charge in e.
Atoms and positions in Å:
C -0.769 -0.529 -0.010  0.273
C 1.174 0.803 -0.152  -0.968
O -0.479 -1.829 0.011  -0.421
S -1.798 0.420 -1.049  -0.144
S -1.834 0.388 1.068  -0.121
H 1.765 0.336 -0.866  0.314
H 1.291 0.839 0.847  0.413
H 0.585 1.600 -0.546  0.294
H 0.064 -2.027 0.698  0.360

# 6
Below is a single C2H4OS3 molecule in a non-equilibrium geometry, with properties calculated with wB97M-V/def2-TZVPD.

The gap between HOMO and LUMO comes out at 8.4 eV. As for the net charge: 0. As for the molar mass: 140.254 g/mol. The calculation puts the energy at -1348.33152 Eh. The HOMO energy comes out at -9.45 eV. For the relative energy (zero: lowest compared OMol25 entry of this formula, charge and spin), the calculation gives 201.76 kJ/mol.

Last column: Mulliken charge in e.
Atoms and positions in Å:
C 0.240 -0.053 -0.702  -0.342
C 1.363 -0.072 0.283  -0.727
O -2.430 0.102 1.527  -0.455
S -0.837 -1.498 -0.572  -0.147
S -1.081 1.539 -0.467  -0.104
S -2.341 -0.031 0.084  0.427
H 0.513 0.150 -1.694  0.494
H 0.743 0.171 1.243  0.247
H 1.859 0.793 -0.006  0.300
H 1.973 -1.101 0.302  0.307

# 7
Below is 2 unconnected molecules or ions with the total composition C2H4OS3 in a non-equilibrium geometry, with properties calculated with wB97M-V/def2-TZVPD.

The gap between HOMO and LUMO comes out at 8.1 eV. As for the net charge: 0. As for the molar mass: 140.254 g/mol. The calculation puts the energy at -1348.26071 Eh. The HOMO energy comes out at -8.90 eV. For the relative energy (zero: lowest compared OMol25 entry of this formula, charge and spin), the calculation gives 387.67 kJ/mol.

Last column: Mulliken charge in e.
Atoms and positions in Å:
C -0.286 -1.138 0.800  0.247
C 0.350 -1.895 -0.004  -0.367
O -1.794 1.662 -1.213  -0.593
S -1.052 -0.670 2.124  -0.312
S 1.059 1.519 -1.176  -0.200
S -0.789 1.113 -0.316  0.356
H 0.982 -2.767 0.207  0.288
H 1.595 1.534 0.044  0.184
H 0.588 -1.495 -1.076  0.190
H -0.652 2.138 0.611  0.208

# 8
Below is a molecular structure, C2H4OS3 in a non-equilibrium geometry, with properties calculated with wB97M-V/def2-TZVPD.

The gap between HOMO and LUMO comes out at 8.0 eV. As for the net charge: 0. As for the molar mass: 140.254 g/mol. The calculation puts the energy at -1348.32281 Eh. The HOMO energy comes out at -9.12 eV. For the relative energy (zero: lowest compared OMol25 entry of this formula, charge and spin), the calculation gives 224.63 kJ/mol.

Last column: Mulliken charge in e.
Atoms and positions in Å:
C 1.021 0.092 0.413  0.268
C -0.176 0.018 -0.419  -1.112
O 2.933 2.687 2.220  -0.404
S 2.384 0.188 3.397  -0.238
S 2.498 0.671 -0.129  -0.178
S 3.421 1.326 2.274  0.423
H 0.725 -0.263 1.433  0.205
H -0.809 0.690 0.056  0.319
H -0.552 -0.892 -0.290  0.368
H 0.246 0.116 -1.422  0.348

# 9
Below is a molecular structure, C2H4OTb in a non-equilibrium geometry, with properties calculated with wB97M-V/def2-TZVPD.

The gap between HOMO and LUMO (spin up / spin down) comes out at 6.6 / 7.3 eV. As for the net charge: +1. As for the molar mass: 202.978 g/mol. The spin multiplicity is 7. The calculation puts the energy at -977.85898 Eh. The HOMO energy (spin up / spin down) comes out at -13.14 / -13.09 eV. For the relative energy (zero: lowest compared OMol25 entry of this formula, charge and spin), the calculation gives 0.00 kJ/mol.

Last column: Mulliken charge in e.
Atoms and positions in Å:
H 2.536 1.928 -1.868  -0.267
Tb 1.543 0.436 -1.208  1.673
C -0.170 -0.775 0.050  -1.392
H -0.709 -1.333 -0.731  0.351
H 0.457 -1.410 0.692  0.393
C -0.993 0.135 0.797  0.394
O -0.987 1.368 0.730  -0.504
H -1.676 -0.349 1.537  0.353

# 10
Below is a molecular structure, C2H4P2 in a non-equilibrium geometry, with properties calculated with wB97M-V/def2-TZVPD.

The gap between HOMO and LUMO (spin up / spin down) comes out at 8.0 / 7.0 eV. As for the net charge: 0. As for the molar mass: 90.002 g/mol. The calculation puts the energy at -761.08191 Eh. The HOMO energy (spin up / spin down) comes out at -8.77 / -8.79 eV. For the relative energy (zero: lowest compared OMol25 entry of this formula, charge and spin), the calculation gives 454.14 kJ/mol.

Last column: Mulliken charge in e.
Atoms and positions in Å:
C 2.260 0.239 0.189  -0.540
C -2.349 -0.412 0.119  -0.746
P 0.666 -0.326 0.117  0.063
P -0.608 1.298 0.261  0.058
H 2.940 -0.611 -0.056  0.238
H 2.802 1.127 0.047  0.324
H -3.422 -0.145 -0.035  0.312
H -2.289 -1.170 -0.642  0.291